No. 1
This record from the OMol25 dataset describes 4 unconnected molecules or ions with the total composition C16H42N7O8P2 in a non-equilibrium geometry. The level of theory is ωB97M-V with the def2-TZVPD basis set.

Structure (XYZ):
```
75
Properties=species:S:1:pos:R:3:forces:R:3
P -1.773 1.596 0.332 -0.040 0.087 -0.777
P -1.424 -0.058 2.763 -0.872 -0.245 0.328
O -1.888 2.653 1.484 0.146 -0.435 0.758
O -2.885 8.116 -0.676 -0.012 -0.039 0.025
O 1.297 -4.754 0.666 -0.072 0.097 0.213
O -5.318 -2.145 1.200 0.130 -0.110 0.101
O -3.152 1.661 -0.399 -0.347 0.207 0.046
O -2.623 -0.166 3.583 -0.280 0.020 0.190
O 4.874 1.641 -1.206 -0.176 -0.042 0.012
O -0.615 1.759 -0.541 0.482 -0.159 0.028
N 2.660 -1.543 1.952 -0.099 0.170 -0.258
N 3.476 2.894 -2.482 -0.071 0.019 -0.083
N -2.027 -1.744 -0.517 0.018 -0.142 0.132
N -1.811 0.054 1.064 1.726 0.228 0.535
N 0.073 -1.039 0.158 -0.011 -0.136 0.194
N 0.135 -6.353 1.772 -0.115 -0.060 0.054
N -1.736 6.178 -0.896 0.082 -0.175 -0.056
C 0.934 -5.287 1.711 0.151 -0.034 -0.045
C -3.070 -2.379 0.331 -0.328 0.072 -0.282
C -1.197 -0.923 0.215 -0.835 0.025 -0.187
C 0.837 -2.027 -0.613 0.441 -0.072 -0.550
C -4.450 -1.747 0.163 -0.034 -0.113 0.447
C -0.256 -6.955 3.036 -0.013 -0.033 -0.127
C 3.313 -1.244 -0.487 -0.026 0.581 -0.084
C -0.349 -6.934 0.527 0.070 0.051 0.002
C 3.176 3.484 -3.772 -0.060 -0.003 0.148
C 4.578 2.151 -2.272 0.172 -0.008 -0.024
C -2.018 7.465 -1.213 -0.018 0.138 -0.050
C -0.691 5.429 -1.557 -0.117 0.002 0.167
C -2.518 5.548 0.152 -0.018 0.110 -0.137
C 2.565 3.108 -1.373 0.118 -0.056 0.013
C 3.248 -0.662 0.919 0.259 -0.442 0.351
C 2.021 -1.337 -1.292 -0.033 -0.398 0.159
H 2.770 0.321 0.933 -0.140 0.089 -0.042
H -0.588 -1.185 2.804 0.161 0.062 -0.312
H 2.180 2.155 -1.006 -0.050 0.039 0.005
H 0.080 -7.991 3.080 -0.002 -0.007 0.036
H -0.596 1.025 3.091 0.179 -0.020 -0.267
H 1.694 -0.359 -1.649 0.057 0.163 -0.002
H 2.591 -2.504 1.644 -0.023 -0.037 0.055
H -1.377 7.867 -2.015 0.003 -0.026 0.011
H 0.637 -0.369 0.672 0.055 0.079 -0.097
H -4.898 -2.128 -0.750 -0.068 0.187 -0.210
H 0.193 -6.407 3.861 0.019 0.016 -0.001
H 3.956 3.228 -4.484 0.020 -0.009 -0.001
H 1.258 -4.926 2.701 0.002 0.014 -0.013
H -2.775 -2.327 1.377 0.104 0.051 0.119
H 0.195 -2.465 -1.363 -0.388 0.077 0.037
H -1.016 2.806 1.884 -0.178 0.411 0.004
H 3.830 -2.201 -0.448 -0.144 -0.257 0.059
H -1.097 4.543 -2.054 0.046 -0.014 -0.030
H -0.210 6.054 -2.307 0.004 0.021 -0.008
H 4.277 -0.484 1.220 0.118 0.227 -0.033
H -3.208 2.474 -0.931 -0.248 -0.191 -0.060
H -2.408 6.096 1.089 -0.056 -0.045 0.038
H -2.424 -1.236 -1.305 0.072 -0.186 -0.128
H 0.063 5.104 -0.836 0.034 -0.009 -0.044
H 0.488 -7.253 -0.092 -0.008 -0.011 -0.018
H -4.979 -1.819 2.044 -0.116 0.050 -0.110
H 2.221 3.112 -4.150 0.008 0.015 -0.043
H -4.365 -0.660 0.120 0.013 0.131 -0.125
H 3.971 -0.581 -1.044 0.179 0.020 -0.058
H 1.734 3.723 -1.707 -0.008 -0.025 -0.022
H -1.341 -6.933 3.146 0.000 -0.011 0.032
H 5.206 2.043 -3.172 0.000 0.010 0.012
H 1.769 -1.234 2.308 -0.025 -0.074 0.087
H -2.182 4.522 0.299 0.023 0.266 -0.105
H 1.150 -2.832 0.047 -0.038 0.018 0.128
H 3.080 3.606 -0.549 -0.017 0.007 0.018
H -0.978 -7.790 0.754 -0.006 -0.007 0.029
H -3.577 5.552 -0.113 -0.018 0.009 0.066
H -0.925 -6.199 -0.035 -0.011 -0.017 -0.016
H 3.122 4.571 -3.691 0.008 0.011 -0.047
H -3.132 -3.431 0.072 0.169 -0.153 -0.017
H 2.225 -1.930 -2.180 0.055 0.019 -0.172
```
Forces are in eV/Å.

Total charge: +1
Spin multiplicity: 1
Kohn-Sham gap, eV: 7.543
HOMO energy, eV: -11.47
F_max, eV/Å: 1.8
M, g/mol: 522.50



No. 2
This record from the OMol25 dataset describes 11 unconnected molecules or ions with the total composition C16H43BClN10O22 in a non-equilibrium geometry. The level of theory is ωB97M-V with the def2-TZVPD basis set.

Structure (XYZ):
```
93
Properties=species:S:1:pos:R:3:forces:R:3
Cl 1.445 -0.961 -1.772 0.055 -0.606 0.434
O -0.510 3.480 3.569 0.535 0.182 -0.028
O -4.829 -2.175 4.486 0.042 -0.289 0.381
O 4.497 3.113 1.535 0.252 -0.177 -0.404
O -1.537 1.074 -6.214 -0.015 -0.211 0.210
O -4.369 -3.890 -2.024 0.206 -0.066 -0.098
O -0.994 5.657 -4.158 -0.024 -0.375 0.131
O 6.779 6.770 4.020 -0.078 -0.389 -0.247
O 5.887 2.496 -0.012 -0.259 0.083 0.334
O -3.526 -7.037 -5.695 -0.055 0.370 -0.283
O 2.370 -3.336 -2.481 -1.895 2.988 2.856
O -4.089 7.294 4.262 0.357 0.026 -0.291
O 6.521 4.939 2.887 0.113 0.374 0.216
O -2.432 7.340 2.862 -0.321 -0.081 0.292
O -0.944 3.742 -3.139 -0.005 0.401 -0.288
O -3.552 -5.132 -6.731 -0.066 -0.432 0.006
O -2.220 -3.791 -1.711 -1.255 0.057 -0.619
O 3.999 -1.360 1.337 0.682 0.163 -0.006
O -0.833 -2.560 2.201 -0.452 2.187 -0.267
O 6.140 -1.237 1.658 -0.206 -0.079 -0.010
O -4.221 -3.476 6.111 -0.115 0.208 -0.336
O 1.634 3.563 3.885 -0.505 0.042 -0.053
O -1.851 0.278 -4.221 0.067 0.272 -0.587
N -3.826 -6.315 -6.629 0.131 -0.012 0.213
N -1.172 0.479 -5.210 -0.004 -0.267 0.288
N -1.255 4.469 -4.065 0.064 0.013 0.179
N 5.149 -1.352 0.949 -0.371 -0.082 0.006
N 5.514 2.563 1.146 -0.106 0.129 0.137
N -3.208 -3.899 -2.413 0.433 0.162 0.388
N 0.646 3.472 3.179 0.147 0.004 0.070
N -4.385 -3.218 4.931 -0.031 0.104 -0.069
N 6.130 6.004 3.329 0.096 0.095 0.088
N -3.219 6.763 3.593 -0.126 0.083 0.043
C -1.600 -0.954 4.034 -0.189 1.609 -0.655
C 0.221 -0.038 -5.202 0.235 -0.236 0.250
C 5.366 -1.493 -0.515 0.223 -0.074 -0.280
C -0.569 -2.553 0.764 -0.085 0.100 -0.433
C -4.006 -4.271 3.952 0.065 -0.081 -0.350
C 6.378 1.916 2.168 0.047 -0.079 0.305
C -3.101 5.284 3.671 -0.114 -0.241 0.183
C 1.741 -3.504 -0.138 0.941 0.698 0.297
C -2.992 -4.058 -3.874 0.134 -0.014 -0.162
C 1.894 -2.713 -1.498 2.367 -4.743 -1.373
C -0.953 0.514 4.294 0.274 -0.728 -0.380
C -2.021 3.860 -5.185 -0.173 -0.238 -0.008
C -1.437 -1.261 2.472 -0.304 -0.580 0.279
C 0.861 3.341 1.714 0.257 -0.063 -0.267
C 4.738 6.398 2.991 -0.296 0.212 0.043
C -4.594 -6.924 -7.745 -0.163 -0.284 -0.144
B 0.143 -3.916 0.181 -0.034 1.365 -0.735
H 2.097 -2.936 0.782 -0.271 -0.354 -1.376
H 7.354 2.395 2.125 -0.110 -0.062 -0.104
H -2.971 4.388 -5.257 0.166 0.070 -0.050
H -3.999 -6.816 -8.650 -0.104 0.123 0.085
H -1.569 -2.373 0.219 1.312 0.097 0.769
H -3.255 4.888 2.668 0.184 0.057 0.075
H 4.863 -0.660 -1.004 -0.114 -0.164 0.062
H -4.609 -5.151 4.168 0.131 0.067 0.106
H 6.443 0.858 1.918 0.085 0.186 -0.006
H -2.718 -0.824 4.234 1.556 -0.581 0.109
H 6.435 -1.470 -0.716 -0.126 0.027 0.158
H -2.441 -1.277 1.907 1.158 0.315 0.976
H -2.944 -4.476 4.085 -0.104 0.001 0.009
H 4.668 6.461 1.906 -0.013 -0.184 0.102
H -4.766 -7.975 -7.520 0.079 0.164 0.066
H -0.825 0.730 5.404 -0.363 -0.063 -1.438
H 0.087 0.546 3.811 -1.315 -0.102 0.760
H 0.888 0.814 -5.323 -0.098 -0.078 -0.106
H -3.485 -3.224 -4.371 -0.071 -0.152 0.054
H -2.103 5.052 4.038 -0.077 0.003 -0.199
H 0.158 -1.674 0.577 -1.312 -0.866 0.132
H -1.110 -1.716 4.717 -0.709 0.779 -1.056
H 4.074 5.628 3.385 0.083 -0.044 -0.184
H 2.347 -4.469 -0.218 -0.547 1.518 -0.395
H -0.342 -4.117 -0.896 0.171 -0.407 -0.060
H 0.316 -0.737 -6.032 -0.009 0.181 -0.012
H -1.923 -4.049 -4.073 -0.124 -0.017 0.146
H 0.405 -0.540 -4.253 -0.100 0.096 -0.101
H 4.525 7.362 3.448 0.148 -0.136 -0.018
H 0.417 2.396 1.400 -0.081 0.127 0.034
H 0.045 -4.876 0.875 0.166 -0.449 0.526
H -3.431 -5.009 -4.169 -0.018 0.175 0.051
H -0.826 -0.402 2.016 -0.580 -1.288 0.436
H 5.925 2.054 3.148 -0.020 0.056 -0.201
H 4.937 -2.448 -0.820 -0.165 0.164 0.023
H -5.538 -6.388 -7.825 0.163 0.048 -0.058
H -4.204 -3.903 2.947 0.072 0.045 0.174
H -1.430 3.983 -6.091 -0.106 0.082 0.086
H -3.860 4.908 4.354 0.065 0.162 -0.089
H -2.181 2.808 -4.969 -0.001 0.246 0.047
H 0.372 4.187 1.233 -0.101 -0.152 0.064
H -1.565 1.319 3.757 0.738 -1.161 1.016
H 1.931 3.349 1.515 -0.117 -0.027 0.134
```
Forces are in eV/Å.

Total charge: -1
Spin multiplicity: 1
Kohn-Sham gap, eV: 6.577
HOMO energy, eV: -5.34
F_max, eV/Å: 5.5
M, g/mol: 773.83



No. 3
This record from the OMol25 dataset describes a molecular structure, C16H43BrFInO12P3. The level of theory is ωB97M-V with the def2-TZVPD basis set.

Structure (XYZ):
```
77
Properties=species:S:1:pos:R:3:forces:R:3
In -5.637 -5.710 -4.224 0.047 0.036 0.331
Br -7.396 -7.423 -1.794 -0.063 -0.009 0.176
P 2.767 1.785 2.557 -0.038 0.009 -0.053
P 0.863 7.570 5.454 -0.030 0.038 -0.003
P 3.900 -1.834 -2.800 0.008 0.049 0.007
F -6.028 -5.412 -6.208 -0.048 -0.017 -0.155
O 5.448 -1.547 -3.010 0.014 -0.033 -0.018
O 3.569 2.920 3.314 -0.034 0.034 0.047
O 1.956 2.496 1.399 0.055 0.009 -0.076
O -0.224 7.112 6.505 0.010 -0.050 0.037
O 1.535 1.407 3.475 0.011 -0.048 0.044
O 3.287 -2.835 -3.665 0.040 -0.064 -0.039
O 1.739 8.685 6.169 -0.025 0.027 0.065
O 3.724 -2.206 -1.272 0.018 0.004 0.063
O 1.725 6.533 4.893 0.002 -0.033 -0.030
O -0.103 8.332 4.463 0.047 0.004 -0.063
O 3.386 -0.343 -2.958 -0.065 0.030 -0.027
O 3.658 0.694 2.166 0.038 -0.065 -0.003
C 0.426 8.770 3.199 -0.023 -0.012 -0.001
C 1.747 0.472 4.542 -0.009 0.033 -0.026
C 4.271 -1.351 -0.253 0.000 0.034 0.001
C 2.891 4.119 3.738 0.006 0.016 0.013
C -8.564 -6.944 -4.388 -0.062 -0.129 0.041
C 6.317 -2.684 -3.106 -0.002 0.015 -0.013
C -1.114 -5.663 -3.870 -0.001 -0.072 0.046
C 0.140 6.112 7.471 -0.015 0.027 -0.024
C -0.121 -4.495 -3.986 -0.071 0.074 0.006
C -3.568 -6.416 -4.026 0.002 -0.024 -0.080
C 2.655 2.831 0.190 -0.029 -0.020 0.009
C -7.211 -7.230 -3.762 0.113 0.089 -0.328
C -9.097 -5.539 -4.122 0.020 0.088 -0.010
C 1.107 9.825 6.765 0.014 -0.006 -0.008
C -2.575 -5.261 -4.095 0.127 0.068 -0.050
C 1.963 -0.156 -3.070 0.044 -0.005 0.018
H 1.194 10.676 6.090 -0.018 0.003 -0.003
H -6.886 -8.227 -4.054 0.011 -0.012 0.014
H 1.500 -0.221 -2.085 -0.009 -0.005 0.002
H 0.509 -4.563 -4.874 -0.046 0.004 0.010
H 0.765 0.117 4.840 0.004 -0.001 0.011
H 3.268 4.388 4.719 0.022 -0.013 -0.011
H 2.233 0.967 5.384 0.007 -0.004 0.003
H 0.549 -4.427 -3.128 0.029 -0.011 -0.034
H -0.384 8.707 2.478 -0.005 0.018 0.008
H 3.111 4.923 3.040 -0.014 -0.004 -0.008
H 3.015 3.857 0.249 0.018 -0.001 -0.002
H -2.651 -4.757 -5.068 -0.012 -0.031 0.028
H -0.855 -6.454 -4.582 -0.003 0.016 0.041
H 5.192 -1.790 0.131 0.002 -0.011 -0.029
H 1.943 2.736 -0.626 -0.011 0.025 0.007
H 1.814 3.972 3.794 0.003 0.006 0.011
H -3.454 -6.943 -3.072 -0.031 0.008 -0.003
H -0.665 -3.546 -4.048 0.043 -0.014 0.018
H 0.735 6.559 8.267 0.009 -0.006 0.001
H 1.632 10.041 7.692 0.007 0.010 -0.009
H -5.898 -4.172 -3.401 -0.034 0.005 -0.036
H -9.308 -7.691 -4.079 0.046 0.023 0.015
H 1.815 0.838 -3.484 -0.013 -0.002 0.002
H 4.479 -0.356 -0.642 0.006 0.006 0.015
H 7.124 -2.414 -3.782 0.009 0.010 0.019
H -3.341 -7.145 -4.813 -0.019 0.007 0.012
H 0.765 9.802 3.285 0.017 -0.001 0.000
H 3.490 2.150 0.023 -0.005 -0.002 0.005
H 3.546 -1.269 0.549 -0.034 -0.014 0.033
H -1.041 -6.117 -2.875 0.003 -0.014 -0.044
H -2.832 -4.496 -3.351 -0.017 -0.012 -0.018
H -8.621 -4.814 -4.786 0.023 -0.021 0.041
H 1.532 -0.907 -3.730 -0.010 0.006 -0.005
H 5.784 -3.547 -3.503 0.001 0.004 -0.006
H 2.359 -0.362 4.200 -0.003 -0.005 0.002
H 0.056 9.633 6.978 0.002 -0.002 0.009
H 1.248 8.130 2.882 -0.006 -0.005 0.001
H -8.887 -5.232 -3.096 -0.034 -0.037 0.020
H -0.790 5.726 7.878 0.007 -0.001 0.011
H 6.725 -2.917 -2.122 -0.008 -0.017 0.004
H -10.179 -5.483 -4.272 0.021 -0.004 -0.057
H 0.701 5.311 6.992 -0.002 -0.006 0.004
H -8.410 -7.073 -5.466 -0.054 0.015 0.021
```
Forces are in eV/Å.

Total charge: -1
Spin multiplicity: 1
Kohn-Sham gap, eV: 5.899
HOMO energy, eV: -4.56
F_max, eV/Å: 0.4
M, g/mol: 734.15



Question: Number 3 is which compound?
Answer: C16H43BrFInO12P3



Question: Among the records above, which one has the lowest M?
Answer: C16H42N7O8P2



Question: Among the records above, which one has the highest F_max?
Answer: C16H43BClN10O22